{"formula": "C23H37AuN4OS", "method": "ωB97M-V with the def2-TZVPD basis set", "e_homo_ev": [-13.81, -13.82], "total_charge": 2, "orbital_gap_ha": [0.1900, 0.1906], "energy_ha": -1726.1034, "largest_force_ev_per_a": 2.451, "elements": ["Au", "C", "C", "C", "C", "C", "N", "H", "H", "H", "H", "H", "H", "H", "H", "H", "C", "C", "C", "C", "N", "C", "S", "N", "H", "H", "H", "H", "H", "C", "N", "C", "C", "C", "C", "C", "C", "C", "C", "H", "H", "H", "H", "H", "H", "H", "H", "H", "H", "H", "H", "H", "C", "C", "O", "C", "C", "H", "H", "H", "H", "H", "H", "H", "H", "H", "H"], "positions_angstrom": [[0.093750, -0.228151, -0.415023], [-1.258061, -0.195318, 4.952096], [0.060259, -0.754831, 4.392405], [1.282917, -0.058846, 5.018093], [0.137176, -2.276328, 4.614550], [0.105963, -0.505296, 2.960426], [0.166848, -0.271721, 1.838444], [-1.237994, -0.259200, 6.038561], [-2.104223, -0.777560, 4.590016], [-1.406380, 0.847204, 4.669689], [1.246646, -0.173113, 6.100203], [1.297099, 1.007898, 4.789978], [2.209145, -0.505482, 4.657085], [0.106364, -2.478183, 5.684173], [1.062047, -2.686519, 4.210292], [-0.707524, -2.779220, 4.145223], [-1.962283, -5.781131, -4.687601], [-2.031282, -4.898420, -3.487031], [-3.056964, -5.017328, -2.535242], [-3.016878, -4.126471, -1.473243], [-2.073566, -3.210913, -1.341426], [-1.131351, -3.159035, -2.283952], [0.167159, -2.036900, -2.163372], [-1.107561, -3.966613, -3.335326], [-2.734827, -6.544832, -4.653434], [-0.981743, -6.251877, -4.746202], [-2.089940, -5.179113, -5.587670], [-3.830456, -5.763515, -2.635033], [-3.758894, -4.160903, -0.683682], [0.089121, 5.236954, 0.876466], [0.666325, 3.873909, 1.014672], [-0.137450, 3.073068, 1.969613], [0.860456, 3.155901, -0.306445], [-0.426751, 2.788801, -1.001417], [-1.099068, 3.762194, -1.746681], [-2.273020, 3.471834, -2.419020], [-2.819227, 2.201843, -2.333197], [-2.146556, 1.215786, -1.621515], [-0.946253, 1.496226, -0.994141], [0.045662, 5.703017, 1.858239], [-0.917357, 5.166049, 0.474002], [0.702077, 5.852148, 0.221168], [1.598726, 3.983155, 1.416437], [-1.125428, 2.896962, 1.550169], [-0.241763, 3.614358, 2.907265], [0.344528, 2.115933, 2.144482], [1.432507, 2.247973, -0.106730], [1.455015, 3.815517, -0.938752], [-0.671810, 4.753409, -1.837736], [-2.753574, 4.229013, -3.023011], [-3.744825, 1.960196, -2.836606], [-2.564918, 0.218613, -1.579125], [1.737744, 0.985269, -3.299882], [2.909470, 0.487364, -2.479518], [2.526305, -0.001598, -1.174418], [3.419503, -1.024317, -0.712352], [2.923190, -1.625659, 0.582546], [2.092969, 1.269179, -4.289365], [1.245365, 1.844243, -2.848851], [1.005688, 0.192124, -3.417980], [3.646467, 1.283728, -2.333076], [3.391066, -0.325232, -3.029794], [4.408500, -0.581008, -0.557532], [3.506306, -1.799211, -1.480767], [2.826400, -0.860326, 1.352625], [3.635296, -2.375218, 0.923900], [1.953854, -2.110503, 0.443310]], "atomic_forces_ev_per_a": [[-0.50, -1.34, -0.68], [-0.01, 0.00, -0.15], [0.07, -0.24, 0.61], [0.01, 0.04, -0.10], [-0.02, 0.02, -0.08], [-0.03, 0.11, -0.47], [-0.08, 0.32, -0.31], [0.04, -0.02, 0.01], [-0.03, 0.03, -0.01], [0.02, 0.03, 0.05], [-0.04, -0.04, 0.00], [-0.02, 0.02, 0.04], [0.01, 0.02, 0.01], [0.01, 0.03, 0.01], [0.00, -0.01, 0.02], [0.00, -0.03, 0.01], [0.07, 0.05, 0.01], [-0.67, -0.40, 0.45], [0.49, 0.29, -0.15], [-0.33, -0.35, -0.11], [0.60, 0.82, 0.62], [-2.14, -1.18, 0.14], [0.93, 1.90, 0.90], [1.19, 0.85, -0.55], [0.02, -0.03, -0.05], [0.00, -0.01, -0.01], [0.00, -0.02, -0.02], [-0.04, 0.01, 0.05], [-0.05, 0.01, -0.05], [-0.16, 0.47, -0.03], [-0.01, -0.02, 0.01], [-0.25, -0.25, 0.31], [-0.09, -0.32, -0.45], [0.44, -0.01, 0.29], [-0.12, -0.12, -0.06], [-0.06, 0.05, -0.06], [0.13, 0.08, 0.15], [-0.15, -0.33, 0.04], [-0.24, -0.57, -0.32], [0.04, -0.07, 0.02], [0.02, -0.11, 0.02], [0.08, -0.14, -0.04], [0.00, 0.00, -0.04], [0.03, 0.07, -0.10], [0.10, 0.08, -0.04], [0.09, 0.06, -0.07], [0.15, 0.12, 0.14], [0.05, 0.03, 0.11], [0.04, 0.01, 0.04], [-0.01, 0.04, 0.04], [-0.01, -0.01, -0.01], [0.02, -0.03, -0.06], [0.07, -0.14, 0.33], [0.21, 0.13, -0.10], [-0.12, -0.06, -0.28], [0.24, 0.01, 0.15], [-0.05, 0.25, -0.15], [0.03, 0.05, 0.01], [-0.01, 0.10, 0.00], [-0.11, 0.01, -0.14], [0.05, -0.08, -0.04], [0.05, 0.00, 0.10], [0.01, -0.04, -0.09], [-0.03, 0.05, -0.01], [0.05, 0.00, 0.06], [-0.03, -0.04, 0.03], [0.03, -0.10, 0.03]]}